16
Properties=species:S:1:pos:R:3:forces:R:3:mulliken_charge:R:1 method="wB97M-V/def2-TZVPD" multiplicity=2 e_tot_ha=-2845.4696 e_above_lowest_kcal_mol=11.31 homo_energy_ev="-8.83 / -9.39" lumo_ha="0.035 / -0.063"
Br -2.061 2.099 -2.667 -0.08 0.52 -0.65 -0.264
H -1.911 1.033 -1.632 -0.06 -0.47 0.64 0.140
C -1.932 0.193 -0.311 -0.80 -0.43 0.44 -1.082
C -0.565 0.008 0.124 1.54 -0.20 0.43 0.873
C -0.215 -1.072 0.964 -0.11 0.44 -0.76 -0.499
C 1.122 -1.342 1.249 -0.13 0.10 0.07 -0.395
C 2.131 -0.614 0.603 -0.16 0.36 0.00 -0.391
C 1.780 0.488 -0.199 -0.16 -0.23 0.60 -0.481
C 0.445 0.874 -0.320 0.06 -0.63 -0.13 -0.456
H -2.538 0.844 0.301 -0.31 0.35 -0.24 0.401
H -2.437 -0.713 -0.656 -0.03 0.26 0.00 0.420
H -1.044 -1.662 1.346 0.36 -0.16 0.14 0.359
H 1.355 -2.117 1.983 0.07 0.17 -0.41 0.347
H 3.187 -0.861 0.773 -0.54 0.08 -0.17 0.336
H 2.536 1.056 -0.727 0.09 0.05 0.23 0.363
H 0.147 1.785 -0.831 0.28 -0.21 -0.19 0.327

=====

36
Properties=species:S:1:pos:R:3:forces:R:3:mulliken_charge:R:1 method="wB97M-V/def2-TZVPD" multiplicity=1 e_tot_ha=-5714.2102 charge=+2 e_above_lowest_kcal_mol=0.00 homo_energy_ev="-15.35 / -15.35" lumo_ha="-0.323 / -0.323"
W 0.663 -1.052 -0.287 0.12 -0.30 0.00 0.573
N -0.380 -2.923 0.582 0.00 -0.01 0.19 -0.547
C -1.306 -3.737 -0.274 -0.02 0.05 -0.05 -0.506
C -2.625 -3.017 -0.471 0.08 0.03 -0.01 -0.681
C -2.469 -1.645 -1.098 0.04 -0.06 -0.01 -0.601
N -1.602 -0.766 -0.237 -0.06 -0.08 -0.04 -0.506
H 0.355 -3.546 0.911 0.06 0.08 -0.02 0.367
H -0.884 -2.662 1.430 0.01 -0.03 -0.01 0.346
H -1.469 -4.701 0.207 0.02 0.00 0.00 0.399
H -0.802 -3.913 -1.226 -0.02 -0.02 0.01 0.290
H -3.152 -2.932 0.485 0.00 0.00 0.00 0.343
H -3.263 -3.624 -1.114 0.00 0.00 0.00 0.357
H -3.443 -1.169 -1.205 0.01 0.01 -0.03 0.436
H -2.002 -1.695 -2.083 -0.03 0.00 0.01 0.309
H -1.948 -0.826 0.722 0.00 0.03 -0.01 0.390
H -1.770 0.192 -0.536 0.04 0.00 0.02 0.354
O 1.683 4.256 -0.428 0.02 0.02 -0.03 -0.523
C 1.217 3.627 0.741 -0.02 0.00 0.02 -1.283
C 1.107 2.114 0.423 0.06 -0.03 -0.05 1.616
C 2.506 1.659 0.039 -0.16 0.05 0.00 -1.008
O 2.481 0.222 -0.218 0.33 -0.16 0.08 -0.250
C 0.620 1.457 1.724 0.03 0.01 0.04 -1.223
Se 0.889 -0.510 2.055 -0.15 0.21 0.10 -0.085
C 0.107 1.998 -0.753 0.01 -0.05 -0.02 -1.489
Se 0.304 0.518 -2.111 -0.06 0.40 -0.09 -0.084
H 1.750 5.209 -0.298 0.00 0.01 0.01 0.374
H 0.234 4.003 1.048 0.00 0.00 -0.01 0.459
H 1.911 3.767 1.576 0.00 -0.02 0.00 0.487
H 3.217 1.832 0.846 -0.01 0.01 0.01 0.416
H 2.833 2.172 -0.863 0.03 -0.03 0.00 0.519
H 3.188 -0.024 -0.832 -0.16 0.09 -0.04 0.331
H -0.445 1.635 1.865 0.00 -0.04 0.02 0.480
H 1.143 1.900 2.572 0.03 -0.04 0.00 0.608
H 0.247 2.868 -1.394 0.02 -0.04 -0.03 0.649
H -0.917 2.045 -0.379 0.00 -0.09 -0.02 0.526
Te 2.022 -2.731 -1.422 -0.19 0.02 -0.04 0.154

=====

20
Properties=species:S:1:pos:R:3:forces:R:3:mulliken_charge:R:1 method="wB97M-V/def2-TZVPD" multiplicity=1 e_tot_ha=-1043.2819 e_above_lowest_kcal_mol=90.81 homo_energy_ev="-7.83 / -7.83" lumo_ha="-0.044 / -0.044"
C -0.941 0.811 1.334 -2.93 -2.99 -0.36 -0.670
C 1.317 2.051 1.238 -0.44 1.56 -1.07 -1.185
C -1.584 -1.777 -1.467 1.74 2.09 3.70 -1.052
C -0.010 1.632 0.726 2.84 0.83 -1.24 0.461
C 0.834 -0.354 -1.188 -0.16 0.29 2.78 -0.938
O 0.696 -2.964 -1.533 0.52 -0.81 0.31 -0.602
O -0.056 -1.944 0.653 0.18 -0.22 -0.13 -0.719
S 0.107 -1.880 -0.801 -0.75 0.61 -0.57 1.045
I 2.858 -0.416 -0.649 0.30 -0.09 -0.05 -0.004
H -0.542 -0.322 1.300 -0.58 1.45 -0.43 0.151
H -0.972 0.863 2.392 -0.07 0.53 1.24 0.414
H -2.027 0.833 0.877 2.31 -0.08 0.85 0.257
H 1.700 1.639 2.115 0.28 -1.11 1.44 0.391
H 2.060 1.955 0.450 0.16 -0.69 -0.38 0.226
H 1.458 3.157 1.344 -0.96 -0.47 0.03 0.372
H -1.622 -2.035 -2.452 -0.31 -0.95 -2.45 0.415
H -2.055 -2.342 -0.691 -0.88 -0.82 -0.20 0.374
H -1.810 -0.736 -1.254 -0.49 0.15 -0.41 0.264
H -0.217 2.156 -0.176 -0.63 0.21 -0.64 0.304
H 0.806 -0.324 -2.217 -0.10 0.51 -2.43 0.494

=====

12
Properties=species:S:1:pos:R:3:forces:R:3:mulliken_charge:R:1 method="wB97M-V/def2-TZVPD" multiplicity=1 e_tot_ha=-302.6490 smiles=c1c[nH]cn1.O e_above_lowest_kcal_mol=27.67 homo_energy_ev=-8.94 lumo_ha=0.020
C -1.661 -0.917 -0.894 -0.63 0.22 1.09 -0.196
C -1.709 -0.015 0.134 0.88 0.34 -0.61 -0.288
N -0.737 0.933 -0.200 0.29 -1.13 0.37 -0.101
C -0.096 0.446 -1.297 0.04 0.33 -0.25 -0.159
N -0.674 -0.608 -1.796 -0.05 -0.58 0.28 -0.561
H -2.309 -1.780 -0.867 0.23 -0.17 -0.72 0.349
H -2.147 -0.088 1.112 -0.40 0.37 -0.12 0.358
H -0.355 1.655 0.376 -0.09 0.19 0.25 0.223
H 0.867 0.814 -1.617 -0.25 0.43 -0.27 0.378
O 3.104 0.087 1.442 -0.26 0.65 -0.42 -0.633
H 3.542 -0.615 1.913 -0.02 -0.39 0.31 0.318
H 2.174 0.090 1.695 0.26 -0.26 0.10 0.312